Entry 1:
Formula: C2H4NO
Source: the Open Molecules 2025 dataset
Level of theory: ωB97M-V/def2-TZVPD

The geometry in XYZ format:
```
8
Properties=species:S:1:pos:R:3:mulliken_charge:R:1
C 1.5260 -0.4580 0.0435 -0.127
C -0.5950 0.7769 0.0366 0.185
N 0.4703 0.1472 -0.0010 0.085
O -1.8420 -0.4178 -0.0454 -0.422
H 1.6964 -0.8984 1.0563 0.285
H 2.2181 -0.7985 -0.7905 0.302
H -1.0343 1.7635 0.3467 0.370
H -2.4396 -0.1149 -0.6461 0.323
```

total charge	+1
Kohn-Sham gap	10.3995	eV
structure (SMILES)	C=[N+]=CO
DFT total energy	-208.19158	a.u.
relative energy (zero: lowest compared OMol25 entry of this formula, charge and spin)	49.6	kcal per mole
lowest unoccupied orbital energy	-6.4	eV
molecular weight	58.06	g/mol

Entry 2:
Formula: C24H33Br2F6NO9PS3
Source: the Open Molecules 2025 dataset
Level of theory: ωB97M-V/def2-TZVPD

The geometry in XYZ format:
```
79
Properties=species:S:1:pos:R:3:mulliken_charge:R:1
C -0.5805 4.9008 3.4186 -1.231
C -1.6817 5.7968 2.7700 0.402
Br -1.6250 7.6931 3.2580 -0.092
C -2.6218 5.3150 1.8945 -0.440
Br -3.8953 6.6332 1.1665 -0.053
C -2.6906 3.8346 1.4538 0.571
C -1.5014 3.1060 1.0453 -0.428
N -1.4715 1.8003 0.6358 0.346
C -2.6393 1.0534 0.5497 -0.480
C -2.6204 -0.4351 0.0391 1.189
F -3.3149 -0.5150 -1.1606 -0.258
F -3.0997 -1.3220 0.9709 -0.229
C -1.1508 -0.9443 -0.3043 0.155
F -1.2602 -2.2294 -0.7272 -0.245
F -0.6186 -0.2018 -1.3205 -0.266
F -0.3579 -0.8522 0.8178 -0.185
C -3.9410 1.6562 0.9015 0.146
P -5.4744 0.5687 0.6976 0.501
C -6.7611 0.9471 1.9935 -0.927
O -6.1798 1.0188 -0.7911 -0.524
C -3.9738 3.0758 1.3828 0.989
C -5.3108 3.7711 1.7821 -0.388
O -5.9764 4.2316 0.9133 -0.364
O -5.7936 3.8464 3.0878 -0.088
F -5.0884 2.9119 3.8163 -0.117
H -0.9602 3.8916 3.7273 0.359
H -0.0931 5.4555 4.2666 0.381
H 0.2457 4.7613 2.6581 0.297
H -0.5279 3.6583 1.0893 0.430
H -0.5518 1.4233 0.3789 0.146
H -7.6019 0.2030 1.8694 0.391
H -7.2169 1.9518 1.7732 0.308
H -6.4018 0.8354 3.0472 0.311
H -5.4406 1.2361 -1.3949 0.353
C 1.3582 -4.1622 3.9780 -0.634
C 1.7493 -3.6086 2.6041 -0.602
C 2.0173 -2.1102 2.7735 0.394
S 2.5560 -1.8851 4.4679 1.119
O 1.5647 -1.0994 5.1630 -0.676
O 3.9548 -1.5394 4.4799 -0.666
C 2.3757 -3.5923 4.9597 -0.746
H 1.3578 -5.2525 3.9900 0.369
H 0.3529 -3.8206 4.2411 0.307
H 2.6575 -4.1078 2.2551 0.251
H 0.9713 -3.7881 1.8599 0.377
H 2.7973 -1.7618 2.0985 -0.157
H 1.1113 -1.5232 2.6287 -0.083
H 2.0498 -3.6465 5.9970 0.429
H 3.3470 -4.0757 4.8450 0.359
C 4.4605 -2.1329 -1.7734 -0.825
C 4.7036 -2.0440 -0.2638 0.028
C 5.7790 -0.9785 -0.0317 -0.773
S 5.6412 0.1745 -1.3978 1.222
O 6.8433 0.0968 -2.1880 -0.667
O 5.1221 1.4321 -0.9106 -0.686
C 4.3395 -0.6942 -2.2576 -0.588
H 3.5654 -2.7096 -2.0069 0.343
H 5.3123 -2.6198 -2.2563 0.376
H 3.7768 -1.7462 0.2361 -0.368
H 5.0063 -3.0057 0.1537 0.496
H 5.6246 -0.4463 0.9062 0.409
H 6.7803 -1.4084 -0.0535 0.359
H 4.4717 -0.5907 -3.3328 0.483
H 3.3889 -0.2547 -1.9518 0.164
C 0.1006 -0.5708 -6.8511 -0.654
C -0.7616 -0.2137 -5.6367 -0.745
C -0.6583 -1.3753 -4.6433 0.192
S 0.9396 -2.1342 -4.9248 1.051
O 0.7328 -3.4667 -5.4288 -0.674
O 1.7994 -1.8628 -3.7946 -0.498
C 1.4205 -1.0820 -6.2851 -0.709
H 0.2520 0.2872 -7.5067 0.362
H -0.3877 -1.3581 -7.4321 0.312
H -0.3785 0.7013 -5.1752 0.309
H -1.7992 -0.0282 -5.9181 0.382
H -0.7155 -1.0305 -3.6129 -0.461
H -1.4261 -2.1272 -4.8266 0.411
H 2.0056 -1.6519 -7.0049 0.428
H 2.0174 -0.2637 -5.8788 0.322
```

total charge	+1
Kohn-Sham gap	6.2121	eV
DFT total energy	-8948.87939	a.u.
lowest unoccupied orbital energy	-5.6	eV
molecular weight	880.50	g/mol

Entry 3:
Formula: C8H16AlFO10P
Source: the Open Molecules 2025 dataset
Level of theory: ωB97M-V/def2-TZVPD

The geometry in XYZ format:
```
37
Properties=species:S:1:pos:R:3:mulliken_charge:R:1
Al 1.6336 -0.7265 -0.6862 1.180
P 3.0289 -1.3687 1.9330 0.580
O 3.8237 -1.5070 3.1800 -0.740
O 3.8535 -0.7305 0.7539 -0.418
O 1.7886 -0.4292 1.9762 -0.274
O 2.5404 -2.6127 1.1657 -0.484
F 0.5555 -0.8303 -3.2341 -0.766
C 1.5246 4.3696 -2.2678 -1.118
C 0.1383 3.8805 -1.9365 -0.121
O -0.0582 3.9885 -0.5215 -0.376
C 0.4313 3.0159 0.2319 0.741
O 1.1078 2.0923 -0.1360 -0.514
O 0.0326 3.2005 1.4804 -0.388
C 0.5693 2.3238 2.4927 -0.534
H 1.7638 4.4691 -3.3307 0.380
H 2.3203 3.7052 -1.9243 0.270
H 1.7528 5.3504 -1.8451 0.305
H -0.0919 2.9096 -2.3748 0.305
H -0.6016 4.5470 -2.3808 0.260
H 0.0029 1.4007 2.5139 0.215
H 0.6975 2.9270 3.3852 0.295
H 1.5883 2.0628 2.2031 0.276
C -2.6677 -3.5787 -2.2172 -1.132
C -3.1000 -2.4515 -1.3047 -0.113
O -2.9227 -2.8265 0.0776 -0.387
C -1.7588 -2.4480 0.5945 0.630
O -0.8952 -1.8262 0.0387 -0.462
O -1.6987 -2.8767 1.8441 -0.363
C -0.4779 -2.6689 2.5469 -0.299
H -3.0514 -3.3851 -3.2238 0.371
H -3.1223 -4.5117 -1.8790 0.309
H -1.6002 -3.7181 -2.3827 0.302
H -4.1561 -2.2886 -1.5104 0.294
H -2.5445 -1.5348 -1.4871 0.257
H -0.5180 -3.1367 3.5284 0.260
H -0.2423 -1.6121 2.6423 0.035
H 0.3537 -3.1741 2.0542 0.225
```

total charge	-1
Kohn-Sham gap	4.6078	eV
DFT total energy	-1750.51904	a.u.
relative energy (zero: lowest compared OMol25 entry of this formula, charge and spin)	2.9	kcal per mole
lowest unoccupied orbital energy	-0.8	eV
molecular weight	349.16	g/mol

> The lowest Kohn-Sham gap belongs to which entry?

C8H16AlFO10P